Molecular formula: C4H7F
Method: DFT, the ωB97M-V functional and the def2-TZVPD basis

The calculation puts the highest occupied orbital energy at -9.4063 eV. The SMILES is C=C(C)CF. Its energy relative to the best compared isomer or geometry (same formula, charge and spin) is 0.937 eV. The strongest force on any atom is 3.8 eV/A. The LUMO energy comes out at 1.055 eV.

Last columns: bonded neighbours and bond lengths (Å).
Element x y z (Å)
1 F 2.328 0.026 -0.134  C4 1.439
2 C -1.547 -0.427 -0.060  H5 1.050, H8 1.099, C10 1.544, H11 1.056
3 H 1.307 1.808 0.066  C6 1.104
4 C 1.152 -0.754 0.146  F1 1.439, H7 1.158, H9 1.137, C10 1.571
5 H -2.261 0.273 -0.381  C2 1.050
6 C 0.252 1.484 0.056  H3 1.104, C10 1.377, H12 1.090
7 H 1.103 -1.511 -0.729  C4 1.158
8 H -1.335 -1.061 -0.933  C2 1.099
9 H 1.446 -1.451 0.995  C4 1.137
10 C -0.125 0.159 0.071  C2 1.544, C4 1.571, C6 1.377
11 H -1.801 -0.799 0.895  C2 1.056
12 H -0.518 2.253 0.009  C6 1.090